Entry 1:
A structure of composition CH2N2O3Si at a distorted geometry. Source: the OMol25 dataset; level of theory: ωB97M-V with the def2-TZVPD basis set.

Each line ends with the Mulliken charge.
Atoms and positions in Å:
C  1.68106  -1.48181  0.32782  -0.0681
N  2.76043  -1.87192  0.37416  -0.3469
N  0.02335  1.44425  -0.21930  0.8517
O  0.45393  2.14310  -1.11129  -0.5189
O  -0.13535  1.71709  0.98328  -0.5259
O  -1.70229  -0.51189  0.46087  -0.4188
Si  -0.41501  -0.36585  -0.42710  0.6384
H  -1.97586  0.03199  1.29056  0.4121
H  -0.69025  -1.10496  -1.67900  -0.0235

Output
- Energy relative to the best compared isomer or geometry (same formula, charge and spin): 222.49 kJ/mol
- Gap between HOMO and LUMO: 10.18 eV
- LUMO energy: -1.4 eV

=====

Entry 2:
The molecule CH2N2O3Si at a distorted geometry. Source: the OMol25 dataset; level of theory: ωB97M-V with the def2-TZVPD basis set.

Each line ends with the Mulliken charge.
Atoms and positions in Å:
C  -0.55122  1.42850  -0.08654  0.2620
N  -0.94727  2.48974  -0.01672  -0.4007
N  2.26784  0.24510  0.24029  0.0643
O  1.03035  0.11001  0.41816  0.1037
O  -0.50996  -1.10754  -1.71215  -0.6469
O  -1.31208  -0.92848  1.01063  -0.5187
Si  -0.46727  -0.48480  -0.36053  0.5459
H  -2.14401  -1.47558  0.99315  0.3467
H  2.63363  -0.27695  -0.48629  0.2438

Output
- Energy relative to the best compared isomer or geometry (same formula, charge and spin): 143.01 kJ/mol
- Gap between HOMO and LUMO: 7.19 eV
- LUMO energy: -3.8 eV

=====

Entry 3:
The molecule CH2N2O4 at a distorted geometry. Source: the OMol25 dataset; level of theory: ωB97M-V with the def2-TZVPD basis set.

Each line ends with the Mulliken charge.
Atoms and positions in Å:
C  -0.32458  0.51696  -0.02620  0.3504
N  0.97836  -0.33184  0.24222  -0.1676
N  -1.53314  -0.37372  -0.00313  0.9481
O  -1.45018  -1.57025  -0.19595  -0.5675
O  -0.45345  1.65913  -0.24112  -0.3674
O  -2.53770  0.24609  0.26845  -0.4831
O  2.26437  0.15953  0.26679  -0.3697
H  0.80326  -1.35277  -0.16450  0.3155
H  2.25307  1.04687  -0.14656  0.3412

Output
- Structure (SMILES): O=C(NO)[N+](=O)[O-]
- Energy relative to the best compared isomer or geometry (same formula, charge and spin): 276.16 kJ/mol
- Gap between HOMO and LUMO: 9.01 eV
- LUMO energy: -1.1 eV

=====

Entry 4:
The molecule CH2N2OS at a distorted geometry. Source: the OMol25 dataset; level of theory: ωB97M-V with the def2-TZVPD basis set.

Each line ends with the Mulliken charge.
Atoms and positions in Å:
C  -1.13204  0.56481  0.06312  0.2384
N  0.10716  1.16887  0.15618  -0.3354
N  0.97033  -1.01841  -0.12373  -0.4398
O  -1.49044  -0.18939  -0.79679  -0.4689
S  1.42582  0.43424  -0.19226  0.4432
H  -1.53030  0.81999  1.02289  0.3026
H  1.64948  -1.78012  -0.12941  0.2600

Output
- Energy relative to the best compared isomer or geometry (same formula, charge and spin): 66.94 kJ/mol
- Gap between HOMO and LUMO (alpha / beta): 8.63 / 8.63 eV
- LUMO energy (alpha / beta): -1.2 / -1.2 eV

=====

Entry 5:
A structure of composition CH2N2P2 at a distorted geometry. Source: the OMol25 dataset; level of theory: ωB97M-V with the def2-TZVPD basis set.

Each line ends with the Mulliken charge.
Atoms and positions in Å:
C  0.39262  0.99766  0.81696  -0.0081
N  0.99342  0.90794  -0.20149  -0.5698
N  -0.77907  -1.25508  -0.10764  -0.2264
P  -0.99821  -0.38240  1.18992  0.1799
P  0.47781  -1.16443  -1.14770  0.2275
H  0.22630  1.76931  1.58229  0.3481
H  -0.31286  -0.87300  -2.13232  0.0486

Output
- Energy relative to the best compared isomer or geometry (same formula, charge and spin): 263.08 kJ/mol
- Gap between HOMO and LUMO: 7.11 eV
- LUMO energy: -1.1 eV

=====

Entry 6:
A cluster of 2 separate species, CH2N2S2 in total at a distorted geometry. Source: the OMol25 dataset; level of theory: ωB97M-V with the def2-TZVPD basis set.

Each line ends with the Mulliken charge.
Atoms and positions in Å:
C  -0.17543  0.36010  0.51481  0.4252
N  -1.43822  -1.63148  0.54817  -0.7486
N  -0.85623  -0.62329  0.25640  0.3904
S  2.91874  0.17571  0.10762  -0.2314
S  0.38179  1.78628  0.14166  -0.2920
H  -1.74578  -2.24701  -0.24069  0.2710
H  2.39332  1.55070  -0.63614  0.1854

Output
- Energy relative to the best compared isomer or geometry (same formula, charge and spin): 475.20 kJ/mol
- Gap between HOMO and LUMO (alpha / beta): 6.47 / 7.14 eV
- LUMO energy (alpha / beta): -2.0 / -1.9 eV

=====

Entry 7:
The molecule CH2N2S2. Source: the OMol25 dataset; level of theory: ωB97M-V with the def2-TZVPD basis set.

Each line ends with the Mulliken charge.
Atoms and positions in Å:
C  1.43508  0.28599  -0.26912  -0.1741
N  4.85232  1.26029  0.29459  -0.1783
N  0.16965  0.03091  -0.06043  -0.2057
S  2.53927  -0.96056  0.13258  -0.1880
S  4.61011  -0.08804  -0.16884  0.2860
H  -0.50022  0.73626  -0.33102  0.2629
H  -0.20657  -0.82250  0.34859  0.1973

Output
- Structure (SMILES): N#S#S#CN
- Energy relative to the best compared isomer or geometry (same formula, charge and spin): 263.77 kJ/mol
- Gap between HOMO and LUMO: 7.06 eV
- LUMO energy: -1.1 eV

=====

Entry 8:
A cluster of 2 separate species, CH2N2S2 in total at a distorted geometry. Source: the OMol25 dataset; level of theory: ωB97M-V with the def2-TZVPD basis set.

Each line ends with the Mulliken charge.
Atoms and positions in Å:
C  0.78047  0.97492  -0.07126  0.5984
N  1.15097  2.02800  -0.35287  -0.4268
N  0.29263  -0.21993  -0.13944  -0.3751
S  0.90050  -1.52768  0.61888  -0.0047
S  -1.79339  0.89308  0.75592  -0.1483
H  0.91299  -2.35825  -0.52987  0.1936
H  -2.24418  0.20987  -0.28137  0.1630

Output
- Energy relative to the best compared isomer or geometry (same formula, charge and spin): 321.39 kJ/mol
- Gap between HOMO and LUMO (alpha / beta): 7.39 / 7.25 eV
- LUMO energy (alpha / beta): -2.2 / -2.7 eV